<1>
Below is 6 unconnected molecules or ions with the total composition C24H66N6O6, with properties calculated with ωB97M-V with the def2-TZVPD basis set.

Cartesian coordinates (Å):
1 O -4.94 1.49 0.51
2 O -0.20 0.18 3.88
3 O 0.04 0.76 -0.49
4 O 4.37 -1.34 -1.48
5 O -2.76 -7.40 -5.16
6 O 0.21 8.34 -1.00
7 N 6.27 -3.63 0.67
8 N -0.53 -5.30 -3.33
9 N 2.34 6.60 1.63
10 N 0.13 -2.89 -0.75
11 N 0.02 -2.27 6.58
12 N -2.77 4.26 1.39
13 C 5.26 -1.74 -0.50
14 C -4.97 0.11 0.68
15 C 0.94 1.80 -0.66
16 C -1.59 -6.78 -4.91
17 C 3.80 -3.49 0.57
18 C 0.79 8.04 0.21
19 C -3.31 3.53 -0.88
20 C 0.51 -0.50 -0.90
21 C -2.85 -7.93 -6.47
22 C -1.82 -5.81 -3.84
23 C 1.79 6.72 0.28
24 C 5.08 -3.19 -0.12
25 C 0.79 -2.56 4.20
26 C -0.66 -0.55 4.98
27 C 4.47 0.01 -1.75
28 C -0.45 -1.58 -0.55
29 C -0.85 9.31 -0.95
30 C 0.88 5.54 -0.06
31 C 0.39 -1.55 5.33
32 C -2.65 -4.70 -4.29
33 C -0.80 1.36 3.55
34 C -3.71 3.54 0.57
35 C -0.84 -1.32 1.03
36 C -3.91 2.19 1.17
37 H 5.07 -1.11 0.54
38 H 0.67 2.81 -0.39
39 H 0.37 -3.08 -1.78
40 H 0.28 5.86 -0.89
41 H -1.78 3.99 1.17
42 H -2.05 -8.69 -6.64
43 H 3.82 -4.61 0.80
44 H -0.41 -1.59 7.43
45 H -1.44 -0.40 1.11
46 H 1.52 -0.59 -0.48
47 H 0.06 7.78 1.09
48 H 3.09 7.12 1.83
49 H -4.95 0.03 1.71
50 H 1.25 1.98 -1.64
51 H -2.81 4.38 2.46
52 H -4.19 3.04 -1.36
53 H 2.85 -3.31 0.01
54 H 1.79 1.55 -0.08
55 H 1.37 8.93 0.78
56 H 1.54 -3.33 4.49
57 H 0.86 -2.58 6.76
58 H 6.59 -3.08 1.51
59 H -0.21 1.87 2.49
60 H -1.01 -6.33 -5.55
61 H -1.42 -2.30 1.24
62 H -0.63 0.08 5.78
63 H -0.07 -3.27 4.07
64 H 3.76 -3.03 1.62
65 H -4.78 3.99 0.53
66 H -2.29 3.05 -0.70
67 H 7.19 -3.53 0.10
68 H -0.80 -7.56 -4.55
69 H -4.22 2.16 2.07
70 H -0.35 -4.66 -2.53
71 H 0.11 -1.26 1.55
72 H -0.01 -6.12 -2.88
73 H 2.53 5.67 1.91
74 H -2.44 -4.21 -5.37
75 H 1.43 -1.06 5.15
76 H -3.13 4.46 -1.11
77 H 0.49 -0.48 -2.01
78 H -1.22 -1.22 -1.22
79 H 5.38 0.36 -2.31
80 H 0.12 5.16 0.70
81 H 2.52 6.82 -0.45
82 H 5.04 -3.70 -1.21
83 H -2.48 -6.31 -3.00
84 H -5.87 -0.44 0.35
85 H 1.12 -1.99 3.32
86 H -3.59 -5.14 -4.55
87 H -3.79 -8.51 -6.50
88 H 6.19 -1.58 -0.99
89 H 0.87 -2.92 -0.24
90 H -0.25 10.31 -1.04
91 H 3.71 0.20 -2.26
92 H -3.11 1.60 1.09
93 H -4.03 -0.20 0.10
94 H -1.36 9.44 -0.07
95 H -2.72 -3.95 -3.65
96 H -1.81 1.48 3.55
97 H -1.76 -0.87 4.92
98 H -1.38 9.18 -1.72
99 H 4.22 0.72 -0.93
100 H -2.81 -7.19 -7.36
101 H 1.50 4.68 -0.19
102 H -0.60 2.24 4.28

gap between HOMO and LUMO	0.3508	hartree
SMILES	COC[C@H](C)N.COC[C@H](C)N.COC[C@H](C)N.COC[C@H](C)N.COC[C@H](C)N.COC[C@H](C)N
molar mass	534.83	g/mol

---

<2>
Below is 6 unconnected molecules or ions with the total composition C24H66N6O6, with properties calculated with ωB97M-V with the def2-TZVPD basis set.

Cartesian coordinates (Å):
1 O 0.08 -0.47 6.18
2 O 4.56 6.62 -0.30
3 O 0.11 0.61 0.62
4 O 2.63 -0.10 -7.65
5 O -1.36 -3.29 0.68
6 O -4.14 -0.61 2.12
7 N -0.43 -1.47 9.59
8 N -0.15 -0.83 -1.79
9 N -1.47 -4.87 -1.74
10 N -6.10 -2.03 4.86
11 N 1.84 6.33 -2.75
12 N 3.68 0.85 -10.16
13 C -2.54 -4.78 -0.75
14 C 3.87 6.81 -1.53
15 C 3.66 -1.56 -9.95
16 C -5.15 -1.38 2.73
17 C 1.89 0.43 -6.57
18 C 0.83 0.27 -1.61
19 C 2.49 6.21 -1.42
20 C 1.87 -0.20 -8.82
21 C -4.31 -0.59 0.72
22 C -1.08 -2.81 1.98
23 C 1.34 0.19 9.12
24 C -0.68 1.30 1.54
25 C 0.13 -0.54 8.57
26 C 2.56 4.74 -1.06
27 C 0.41 -1.30 7.28
28 C -3.39 -6.04 -0.80
29 C -3.61 -1.85 4.63
30 C 0.30 1.27 -0.61
31 C 0.19 -1.16 4.95
32 C -2.07 -4.52 0.67
33 C 2.78 -0.32 -10.03
34 C 1.08 0.91 -2.96
35 C 5.95 6.63 -0.44
36 C -4.97 -1.32 4.23
37 H 2.49 0.45 -5.67
38 H 1.62 0.99 8.42
39 H -0.58 -0.92 10.43
40 H -1.95 -2.28 2.39
41 H -3.50 0.00 0.29
42 H 6.38 6.85 0.54
43 H -0.43 2.35 1.68
44 H 1.02 -0.23 -6.41
45 H -3.41 -2.81 4.14
46 H -0.20 -1.37 -0.94
47 H 6.36 5.70 -0.84
48 H -0.56 -1.96 4.96
49 H -5.93 -3.03 4.78
50 H -2.94 -4.44 1.33
51 H 4.05 0.99 -9.22
52 H 1.90 6.79 -0.70
53 H -1.45 -5.34 1.06
54 H 2.19 -0.49 9.17
55 H 1.16 0.63 10.10
56 H 1.51 1.42 -6.83
57 H 1.55 4.32 -0.98
58 H 1.20 -1.52 4.78
59 H -6.15 -1.02 2.46
60 H -3.84 -6.16 -1.79
61 H 1.67 1.82 -2.83
62 H -3.22 -3.96 -1.02
63 H -1.00 -3.98 -1.86
64 H 1.28 0.72 -8.99
65 H -1.07 -0.43 -1.91
66 H 0.94 5.84 -2.69
67 H 0.97 2.14 -0.52
68 H -0.53 0.87 2.53
69 H 3.08 -2.45 -10.21
70 H -0.80 -5.57 -1.45
71 H 1.50 7.29 -2.85
72 H 0.12 1.16 -3.42
73 H 4.02 -1.70 -8.93
74 H -3.52 -2.06 5.70
75 H -5.31 -0.24 0.44
76 H 3.10 4.59 -0.13
77 H -2.87 -6.96 -0.53
78 H -0.78 -3.61 2.66
79 H 1.49 -1.53 7.23
80 H -5.10 -0.27 4.51
81 H -0.07 -0.44 4.18
82 H -0.63 1.74 -0.97
83 H -6.04 -1.83 5.85
84 H 2.16 -0.37 -10.93
85 H 3.11 4.26 -1.87
86 H 1.15 -1.03 -8.77
87 H 1.72 -0.25 -1.25
88 H -0.11 -2.26 7.29
89 H 4.43 6.35 -2.35
90 H 6.28 7.44 -1.11
91 H 4.51 -1.52 -10.62
92 H -5.06 -2.42 2.37
93 H -1.75 1.17 1.32
94 H -1.37 -1.72 9.29
95 H 3.83 7.90 -1.69
96 H -4.25 -5.92 -0.14
97 H -0.27 -2.08 1.88
98 H 3.07 1.67 -10.25
99 H -4.13 -1.62 0.36
100 H -0.64 0.21 8.34
101 H 1.58 0.20 -3.62
102 H -2.81 -1.18 4.30

gap between HOMO and LUMO	0.3593	hartree
SMILES	COC[C@H](C)N.COC[C@H](C)N.COC[C@H](C)N.COC[C@H](C)N.COC[C@H](C)N.COC[C@H](C)N
molar mass	534.83	g/mol

---

Of them, <1> has the lowest stability.

---

<1>
Below is a molecular structure, CH3NOP2S, with properties calculated with ωB97M-V with the def2-TZVPD basis set.

Cartesian coordinates (Å):
1 S 1.35 2.65 1.91
2 P 0.58 0.95 1.27
3 P -1.08 -0.33 -0.57
4 O -0.35 1.08 -0.09
5 N 0.27 -0.54 1.72
6 C -0.53 -1.23 0.85
7 H 0.12 0.14 -2.63
8 H -0.71 -2.32 0.82
9 H 0.35 -0.39 -3.27

gap between HOMO and LUMO	0.2785	hartree
molar mass	139.06	g/mol

---

<2>
Below is CH3NOP2S in the gas phase, with properties calculated with ωB97M-V with the def2-TZVPD basis set.

Cartesian coordinates (Å):
1 S 0.05 -0.52 -1.79
2 P 1.72 -1.69 -0.62
3 P -0.98 0.65 1.18
4 O 1.69 -1.32 0.78
5 N -1.41 -0.14 -1.38
6 C -1.86 0.01 -0.17
7 H -2.92 0.21 -0.10
8 H 2.35 -0.71 -1.35
9 H 0.16 0.83 0.56

gap between HOMO and LUMO (alpha / beta)	0.2287 / 0.2198	hartree
molar mass	139.06	g/mol

---

<3>
Below is CH3NOP2S in the gas phase, with properties calculated with ωB97M-V with the def2-TZVPD basis set.

Cartesian coordinates (Å):
1 S -1.51 1.30 -0.15
2 P -2.05 -0.80 0.19
3 P 1.50 -0.38 0.20
4 O -0.99 -1.48 0.96
5 N -0.30 1.66 0.84
6 C 0.78 0.96 1.05
7 H 1.36 1.34 1.90
8 H 0.65 -0.29 -0.93
9 H -1.92 -1.16 -1.19

gap between HOMO and LUMO (alpha / beta)	0.2360 / 0.2491	hartree
molar mass	139.06	g/mol

---

<4>
Below is a molecular structure, CH3NOP2S, with properties calculated with ωB97M-V with the def2-TZVPD basis set.

Cartesian coordinates (Å):
1 S -2.41 0.83 0.10
2 P 0.65 -0.53 1.03
3 P -1.97 -1.43 0.27
4 O -0.37 -1.31 -0.15
5 N -1.01 1.58 0.38
6 C 0.10 1.18 0.82
7 H -2.26 -1.77 -1.02
8 H 1.68 -0.46 0.17
9 H 0.82 2.00 1.24

gap between HOMO and LUMO	0.3138	hartree
molar mass	139.06	g/mol

---

Of them, <2> has the lowest stability.